[1]
C12H18F12KNO12S4 | ωB97M-V/def2-TZVPD

The geometry in ORCA input format:
```
! RIJCOSX wB97M-V def2-TZVPD def2/J DEFGRID3
* xyz -2 1
S 17.25 20.47 7.49
F 15.02 13.02 7.49
F 14.53 16.34 1.36
O 17.44 19.57 8.60
H 13.46 16.72 15.07
H 12.13 17.15 12.48
F 13.61 13.71 5.98
O 14.92 15.98 7.23
O 14.19 15.12 9.40
C 14.15 18.57 9.42
C 11.55 19.58 11.41
H 11.94 19.15 14.00
H 12.43 17.80 16.04
C 12.83 18.52 14.00
H 15.61 20.10 10.09
C 13.85 13.65 7.31
C 13.94 19.83 11.47
C 10.51 21.65 6.39
H 13.07 16.99 10.38
F 9.40 21.01 6.82
F 12.87 12.91 7.86
O 16.04 20.25 6.72
K 14.22 18.23 5.87
H 13.52 20.77 11.82
O 12.84 20.46 6.26
H 11.41 20.13 12.34
C 18.57 19.96 6.34
H 11.60 20.24 10.54
H 14.66 19.55 12.25
H 14.03 20.70 9.56
F 10.60 21.44 5.07
S 12.26 16.74 2.70
O 11.48 20.04 8.24
F 14.09 14.83 2.82
O 12.22 17.84 1.77
S 13.87 15.34 7.99
O 12.57 15.91 7.79
H 13.89 17.36 12.42
F 14.81 16.76 3.45
C 12.62 17.42 15.04
H 12.02 18.11 9.58
C 12.93 18.05 10.15
C 12.95 17.87 12.62
H 10.73 18.90 11.19
N 12.80 18.81 11.47
F 18.34 18.74 5.83
C 14.00 16.13 2.56
C 14.54 19.89 10.08
H 11.78 16.78 14.74
H 13.88 18.78 8.40
O 12.48 22.20 7.98
H 13.77 19.02 14.19
S 12.00 21.02 7.29
H 14.95 17.84 9.42
O 11.49 15.58 2.34
F 10.33 22.96 6.59
F 18.71 20.81 5.31
O 17.57 21.86 7.76
F 19.77 19.91 6.98
O 12.22 17.11 4.09
*
```

Calculated values
Electronic energy   -131078.337 eV
HOMO-LUMO gap   7.49 eV
HOMO energy   -4.2 eV

Here are the Mulliken charges for atoms 1 to 2, given in e: 1.278, -0.227

[2]
C12H18N2 | ωB97M-V/def2-TZVPD

The geometry in ORCA input format:
```
! RIJCOSX wB97M-V def2-TZVPD def2/J DEFGRID3
* xyz 0 1
H -0.20 -1.68 3.68
C 1.20 0.55 -1.16
H 0.46 2.79 -4.65
N 0.49 -1.33 0.18
H -1.09 -0.05 3.75
C 1.96 -0.33 2.00
H 1.95 -2.25 1.39
H -1.31 -2.53 0.09
H -1.91 -0.74 -0.85
C -0.66 -1.99 0.91
C -0.63 1.79 -2.39
H 2.59 -0.75 2.90
H -0.14 -2.91 1.28
C 0.80 0.02 2.83
H -2.44 -1.79 2.19
C -1.75 0.97 -1.99
C 1.68 -1.41 0.87
C 0.68 1.45 -2.20
H 2.32 0.68 1.65
H 1.49 2.26 -2.47
C -1.16 0.00 -1.09
H -2.05 -0.17 1.33
H 2.58 -1.33 0.16
C -1.58 -1.13 1.90
H 0.72 1.50 2.58
N -0.87 2.65 -3.51
H 2.19 0.41 -0.96
H -2.85 0.76 -2.25
H 1.29 0.02 4.17
H -1.60 3.57 -3.22
C 0.19 -0.23 -0.58
C -0.62 -0.84 3.00
*
```

Calculated values
Electronic energy   -15704.583 eV
HOMO-LUMO gap   6.47 eV
HOMO energy   -7.1 eV

Here are the Mulliken charges for atoms 1 to 2, given in e: 0.289, -0.652

[3]
C12H18N2O2PtSe2Te2 | ωB97M-V/def2-TZVPD

The geometry in ORCA input format:
```
! RIJCOSX wB97M-V def2-TZVPD def2/J DEFGRID3
* xyz -2 1
O 2.41 -1.09 4.49
N -0.47 -0.34 0.61
N 2.26 -1.48 3.35
Te 1.97 -5.63 -0.27
C -1.65 0.03 1.41
Pt 0.43 -2.22 1.07
Se -0.51 -2.89 -1.05
C -1.18 0.84 2.64
Se 1.50 -4.29 1.81
C -0.37 3.31 -2.83
H 2.02 2.12 -3.40
C -2.33 -1.26 1.91
H -0.46 0.26 3.21
H -3.63 0.84 1.43
H -1.64 -1.87 2.50
C -0.42 1.51 -1.10
H -0.55 4.12 -2.13
H 4.08 -0.06 -1.51
H -3.19 -1.00 2.54
H -3.11 0.38 -0.19
C 3.38 -0.02 -2.35
H -2.67 -1.86 1.07
C 2.04 0.54 -1.92
Te -0.55 -5.43 -1.14
O 1.02 -1.48 2.97
C 0.26 2.12 -2.15
C 0.09 0.37 -0.41
H -2.03 1.09 3.29
C -2.78 0.84 0.74
H 1.83 -0.90 -0.38
H -2.52 1.87 0.58
H 0.27 3.69 -3.63
H -1.38 1.93 -0.87
H -1.34 3.04 -3.27
C 1.49 1.65 -2.58
C 1.37 -0.05 -0.87
H 3.82 0.58 -3.14
H -0.72 1.77 2.30
H 3.26 -1.04 -2.72
*
```

Calculated values
Electronic energy   -168338.396 eV
HOMO-LUMO gap   5.23 eV
HOMO energy   -1.0 eV

Here are the Mulliken charges for atoms 1 to 2, given in e: -0.515, -0.622

[4]
C12H18N3O4 | ωB97M-V/def2-TZVPD

The geometry in ORCA input format:
```
! RIJCOSX wB97M-V def2-TZVPD def2/J DEFGRID3
* xyz -1 1
H 3.30 2.16 0.43
H 0.65 -1.82 1.07
H -0.36 1.29 2.98
C -3.43 0.02 -0.73
C 1.25 -0.23 -0.35
H 1.66 2.29 1.92
C -4.17 -1.26 -3.38
C 4.29 0.40 0.31
O -3.21 0.49 0.44
H 5.19 0.93 -0.05
H -0.52 -1.52 -0.24
C 0.22 0.69 2.25
C 4.49 0.16 1.85
O -4.45 -1.68 -4.53
H 4.67 1.14 2.35
N 3.11 1.26 -0.01
C 1.10 1.57 1.29
C -4.56 -1.78 -2.17
H 0.75 0.32 -1.18
H 4.18 -0.57 -0.21
H 0.94 0.00 2.75
C -3.03 0.54 -1.92
H -2.46 1.46 -1.93
C 0.18 -1.02 0.46
H 5.39 -0.47 2.03
H 0.44 2.17 0.62
C -4.23 -1.29 -0.84
C -3.29 -0.01 -3.26
O -4.59 -1.93 0.15
N -0.63 -0.15 1.37
H -5.17 -2.67 -2.15
H 1.98 -0.96 -0.75
O -2.78 0.56 -4.23
N 1.98 0.64 0.59
H 3.65 -0.39 2.30
H -1.21 -0.73 1.98
H -1.31 0.40 0.80
*
```

Calculated values
Electronic energy   -25393.914 eV
HOMO-LUMO gap   4.36 eV
HOMO energy   -2.6 eV

Here are the Mulliken charges for atoms 1 to 2, given in e: 0.312, 0.360

[5]
C12H18N5O3S | ωB97M-V/def2-TZVPD

The geometry in ORCA input format:
```
! RIJCOSX wB97M-V def2-TZVPD def2/J DEFGRID3
* xyz -1 1
H -2.24 3.80 1.16
H 0.43 2.25 -4.41
C -0.71 2.80 1.30
O 1.56 -0.10 -3.52
C 2.08 -2.55 -0.09
N 1.47 -3.42 1.83
C 0.64 0.08 -2.72
C -0.99 0.37 1.65
O 0.21 2.80 0.45
H -1.92 1.91 2.63
H -1.20 4.19 2.71
H -1.26 2.31 -4.20
N 1.96 -3.96 -0.29
C -0.85 -0.06 0.13
N -0.29 1.09 -2.80
H 0.31 -1.80 -1.65
H 1.01 0.04 0.40
C 0.85 -0.92 -1.53
C 2.17 -1.55 -1.22
H 2.91 -0.72 -0.99
N -1.31 1.76 1.82
H -0.08 0.29 2.31
H 1.01 -3.50 2.67
H -3.05 0.12 2.11
C 1.57 -4.39 0.98
H -0.50 0.77 -4.75
S -2.03 -0.36 4.14
H 1.33 -5.35 1.28
H 1.94 -1.22 1.64
H -1.06 1.19 -2.11
C 1.84 -2.25 1.22
N 0.31 -0.34 -0.26
H 2.51 -2.00 -2.21
O -1.69 -0.04 -0.72
C -0.49 1.63 -4.14
C -1.32 4.05 1.63
H -0.97 4.93 1.05
H -2.04 -1.46 2.12
C -2.13 -0.42 2.41
*
```

Calculated values
Electronic energy   -37164.247 eV
SMILES   CNC(=O)[C@@H](Cc1c[nH]cn1)NC(=O)[C@H](C[S-])NC(C)=O
HOMO-LUMO gap   6.40 eV
HOMO energy   -3.4 eV

Here are the Mulliken charges for atoms 1 to 2, given in e: 0.331, 0.250

[6]
C12H18N6O4 | ωB97M-V/def2-TZVPD

The geometry in ORCA input format:
```
! RIJCOSX wB97M-V def2-TZVPD def2/J DEFGRID3
* xyz 0 1
N 3.03 0.75 -0.01
C -2.00 2.52 2.41
C 2.27 -1.25 -0.13
H 0.84 -2.35 -1.23
C -4.78 2.15 0.25
C 3.47 0.00 1.06
C 1.62 -2.52 -0.56
N 3.71 -3.97 -0.34
C -3.49 2.01 -0.10
H 1.88 0.16 -1.77
H -6.33 0.74 -0.04
H 3.65 -4.86 -0.05
N -5.35 0.91 -0.04
O -2.18 1.41 2.93
H 4.25 0.30 1.64
H 1.22 -3.02 0.36
O 4.30 -3.37 -2.78
H -5.25 3.04 0.67
H -2.90 3.89 0.37
C -1.29 2.73 1.05
O 2.25 -2.27 -3.16
H 3.76 -3.38 0.48
H -0.66 3.66 1.09
H 3.37 1.69 -0.31
H 0.12 1.47 1.43
H -0.96 0.82 0.80
C 2.55 -3.60 -1.17
H -3.15 3.48 3.59
O -2.57 3.73 2.86
H 4.57 -3.75 -1.97
C 2.25 -0.10 -0.79
H 1.97 -4.43 -1.36
C -4.38 0.12 -0.55
H -4.60 -0.90 -1.00
N -3.24 0.77 -0.61
N 3.02 -1.18 1.08
C -2.43 3.03 0.02
C 2.99 -3.01 -2.52
H -2.01 3.21 -1.03
N -0.41 1.54 0.72
*
```

Calculated values
Electronic energy   -29865.903 eV
SMILES   N[C@@H](Cc1c[nH]cn1)C(=O)O.N[C@@H](Cc1c[nH]cn1)C(=O)O
HOMO-LUMO gap   9.20 eV
HOMO energy   -8.6 eV

Here are the Mulliken charges for atoms 1 to 2, given in e: -0.058, 0.398